C11H16N2O2 in the gas phase. Source: the OMol25 dataset; level of theory: wB97M-V/def2-TZVPD.

Computed properties:
2S+1 = 1
energy relative to the best compared isomer or geometry (same formula, charge and spin) = 62.2 kJ/mol
orbital gap = 9.346 eV
HOMO energy = -8.8 eV
LUMO energy = 0.585 eV

XYZ file:
```
31
C11H16N2O2 | the OMol25 dataset | wB97M-V/def2-TZVPD
C 2.6708 -2.4431 -0.5628
C 2.9940 -1.1183 0.1180
H 2.9720 -1.2443 1.2027
H 4.0010 -0.8038 -0.1622
C 2.0124 -0.0114 -0.2895
C 2.5117 1.3340 0.2299
O 3.4636 1.9421 -0.1642
O 1.7238 1.7726 1.2211
C 0.7026 0.8351 1.5268
H -0.2260 1.3864 1.6844
C 0.6260 -0.1460 0.3449
H 0.4495 -1.1577 0.7094
C -0.4923 0.2314 -0.6319
C -1.8425 -0.0381 -0.0587
C -2.3036 -1.0640 0.7241
N -3.6267 -0.9063 0.9810
C -3.9736 0.1889 0.3675
N -2.9345 0.7647 -0.2838
C -2.9740 1.9686 -1.0645
H -2.6201 1.7807 -2.0804
H -2.3525 2.7463 -0.6128
H -4.0012 2.3250 -1.1088
H -4.9623 0.6030 0.3635
H -1.7714 -1.9076 1.1156
H -0.3677 -0.3552 -1.5495
H -0.3990 1.2878 -0.8981
H 0.9698 0.3287 2.4608
H 1.9708 0.0303 -1.3803
H 2.7319 -2.3407 -1.6435
H 3.3786 -3.2055 -0.2499
H 1.6690 -2.7835 -0.3091
```

Löwdin atomic charge list, values in e, 8 entries: C -0.09; C -0.20; H 0.12; H 0.12; C -0.20; C -0.46; O 0.13; O 0.05

=====

A molecular structure, C51H73KN8OSTe. Source: the OMol25 dataset; level of theory: wB97M-V/def2-TZVPD.

Computed properties:
net charge = -1
expectation value of S² = 0.77
2S+1 = 2
energy relative to the best compared isomer or geometry (same formula, charge and spin) = 72.9 kJ/mol
orbital gap (spin up / spin down) = 4.448 / 4.447 eV
HOMO energy (spin up / spin down) = -2.9 / -2.9 eV
LUMO energy (spin up / spin down) = 1.507 / 1.507 eV

XYZ file:
```
136
C51H73KN8OSTe | the OMol25 dataset | wB97M-V/def2-TZVPD
K 0.0564 -0.7106 0.4101
C 1.7684 -0.2391 4.1836
C 0.8508 0.9183 3.7747
N -0.3365 0.4907 3.0181
C -1.4908 0.1294 3.8291
C -1.4146 -1.2625 4.4564
N -1.2750 -2.3121 3.4546
C -1.1885 -3.6554 4.0197
C 0.2424 -4.1249 4.2787
C 1.0777 -4.2873 3.0099
N 1.5390 -2.9981 2.5415
C 2.3744 -3.0440 1.3578
C 3.0456 -1.6734 1.0626
N 2.4561 -0.5855 1.8212
C 2.9103 -0.5164 3.2141
H 1.1840 -1.1529 4.2574
H 2.1927 -0.0412 5.1735
H 1.3901 1.6173 3.1301
H 0.5383 1.4765 4.6712
H -0.5924 1.2761 2.4285
H -2.3755 0.1529 3.1869
H -1.6581 0.8514 4.6461
H -2.3325 -1.4035 5.0531
H -0.5808 -1.3231 5.1592
H -2.0804 -2.2601 2.8409
H -1.6543 -4.3433 3.3076
H -1.7705 -3.7313 4.9536
H 0.1984 -5.0830 4.8067
H 0.7509 -3.4182 4.9408
H 0.4838 -4.8339 2.2547
H 1.9546 -4.9107 3.2162
H 0.7275 -2.4000 2.4044
H 1.8219 -3.3891 0.4666
H 3.1526 -3.7920 1.5350
H 2.9259 -1.4479 -0.0014
H 4.1285 -1.7585 1.2380
H 2.6308 0.3225 1.3832
H 3.6861 0.2488 3.3141
H 3.3662 -1.4699 3.4835
C 1.3831 6.4114 -4.6840
C 0.9518 4.9829 -4.4993
C -0.2229 4.6614 -3.8384
C -0.6251 3.3431 -3.6349
C -1.8865 3.1313 -2.8381
C 0.1596 2.2929 -4.1348
Te -0.2267 0.1366 -3.8128
N -0.2326 -1.4087 -1.9750
C -0.6860 -2.4597 -2.6197
O -1.1530 -2.5272 -3.7934
C -0.6767 -3.8021 -1.9056
C -0.9809 -3.9629 -0.5627
C -1.0368 -5.2284 0.0113
C -0.7542 -6.3542 -0.7467
C -0.4372 -6.2038 -2.0929
C -0.4193 -4.9432 -2.6680
C -2.3319 0.2830 -3.8937
C -3.0565 -0.1287 -2.7831
C -4.4399 -0.0725 -2.7748
C -5.1092 0.3964 -3.8970
C -4.3865 0.7853 -5.0135
C -2.9922 0.7313 -5.0389
C -2.2546 1.1714 -6.2718
C 1.3665 2.6058 -4.7868
C 2.3454 1.5741 -5.2964
C 1.7350 3.9364 -4.9605
H 0.6818 7.0966 -4.2079
H 1.4441 6.6722 -5.7430
H 2.3685 6.5816 -4.2463
H -0.8381 5.4592 -3.4335
H -2.7567 2.9799 -3.4819
H -2.0766 4.0027 -2.2106
H -1.8148 2.2578 -2.1924
H -1.2252 -3.1019 0.0445
H -1.3020 -5.3303 1.0581
H -0.7811 -7.3393 -0.2958
H -0.2129 -7.0753 -2.6969
H -0.2190 -4.8118 -3.7230
H -2.5264 -0.5136 -1.9209
H -4.9817 -0.3890 -1.8915
H -6.1911 0.4542 -3.9067
H -4.9107 1.1377 -5.8955
H -2.9433 1.2895 -7.1091
H -1.4886 0.4435 -6.5457
H -1.7437 2.1232 -6.1068
H 1.9037 0.5925 -5.4398
H 3.1778 1.4664 -4.5961
H 2.7611 1.8930 -6.2540
H 2.6736 4.1549 -5.4627
C 5.1604 3.4400 4.9739
C 4.4494 4.0140 3.7719
C 4.5829 5.3714 3.4579
C 3.9204 5.8649 2.3389
C 4.0471 7.3228 1.9689
C 3.1378 5.0374 1.5487
C 2.9633 3.6453 1.8248
C 3.6746 3.1964 2.9834
N 2.2282 2.7490 1.1511
C 1.5307 3.1539 -0.0602
C 2.4928 3.4501 -1.2265
C 0.6999 1.9426 -0.4928
C 0.5303 4.3300 0.1246
H 5.7072 4.2153 5.5132
H 5.8755 2.6678 4.6796
H 4.4542 2.9800 5.6695
H 5.1952 6.0237 4.0722
H 4.6845 7.8546 2.6772
H 3.0705 7.8134 1.9587
H 4.4787 7.4403 0.9718
H 2.6512 5.4882 0.6978
H 3.5900 2.1492 3.2408
H 3.0851 2.5559 -1.4392
H 3.1869 4.2556 -0.9809
H 1.9432 3.7243 -2.1320
H 1.3576 1.0771 -0.5972
H 0.2153 2.1162 -1.4521
H -0.0731 1.7387 0.2569
H 0.9053 5.2759 -0.2659
H 0.3121 4.4671 1.1851
H -0.4086 4.1228 -0.3980
C -4.2322 -5.4817 -2.0974
C -4.2347 -4.9849 -0.6946
C -4.4476 -5.7393 0.4245
C -4.3141 -5.1043 1.6768
N -4.0072 -3.8306 1.8174
C -3.7988 -3.0807 0.7176
S -3.3651 -1.4758 0.7164
N -3.9534 -3.6841 -0.5151
C -4.4731 -5.8911 2.9416
H -4.5722 -6.5136 -2.1396
H -3.2135 -5.4239 -2.4925
H -4.8733 -4.8640 -2.7279
H -4.6822 -6.7897 0.3473
H -3.7347 -3.0954 -1.3118
H -4.9986 -6.8292 2.7722
H -4.9990 -5.2934 3.6835
H -3.4832 -6.1141 3.3462
```

Löwdin atomic charge list, values in e, 8 entries: K 0.60; C -0.17; C -0.20; N -0.10; C -0.22; C -0.22; N -0.06; C -0.23

=====

2 unconnected molecules or ions with the total composition ClH3NO2P in a non-equilibrium geometry. Source: the OMol25 dataset; level of theory: wB97M-V/def2-TZVPD.

Computed properties:
2S+1 = 1
energy relative to the best compared isomer or geometry (same formula, charge and spin) = 285.2 kJ/mol
orbital gap = 9.742 eV
HOMO energy = -10.6 eV
LUMO energy = -0.867 eV

XYZ file:
```
8
ClH3NO2P | the OMol25 dataset | wB97M-V/def2-TZVPD
N 0.1441 1.2707 0.3543
O -0.7110 -1.4627 -0.0862
O -1.2383 0.9040 0.3218
P -1.8331 -0.5842 0.2697
Cl 0.1458 -3.7910 1.3205
H 0.1853 2.2318 0.6861
H 0.7941 0.8566 1.1127
H -0.0042 -2.6002 0.7087
```

From a Löwdin analysis of the wavefunction, the atomic charges in e read: N -0.01; O -0.51; O -0.47; P 0.88; Cl 0.18; H 0.07; H 0.13; H -0.28

=====

A molecular structure, C29H35BaF3N4O2P2 in a non-equilibrium geometry. Source: the OMol25 dataset; level of theory: wB97M-V/def2-TZVPD.

Computed properties:
2S+1 = 1
energy relative to the best compared isomer or geometry (same formula, charge and spin) = 99.0 kJ/mol
orbital gap = 5.502 eV
HOMO energy = -5.9 eV
LUMO energy = -0.446 eV

XYZ file:
```
76
C29H35BaF3N4O2P2 | the OMol25 dataset | wB97M-V/def2-TZVPD
Ba -0.2737 0.4294 0.0395
C 2.2953 0.8935 0.2513
C 2.1336 0.6945 -1.0587
C 2.4974 -0.5231 -1.8195
C 1.4995 -1.7428 -1.9648
C 0.7528 -2.1550 -0.7268
C 1.1364 -2.0545 0.5102
C 2.4791 -1.6169 1.0040
C 2.7493 -0.0767 1.2810
C -2.2019 -0.8702 0.4748
H 1.8763 1.8678 0.7203
H 1.5775 1.4988 -1.6796
H 3.4292 -0.8698 -1.3644
H 2.7560 -0.1855 -2.8401
H 0.8281 -1.5351 -2.8218
H 2.0809 -2.6424 -2.2554
H -0.2954 -2.5332 -0.9651
H 0.4131 -2.3390 1.3507
H 3.2179 -1.9839 0.2823
H 2.6908 -2.1515 1.9531
H 2.3861 0.1562 2.3002
H 3.8369 0.1018 1.2935
H -2.4718 -0.0794 1.2030
H -1.9083 -1.8202 0.7973
H -2.5581 -0.6980 -0.5430
P 3.5697 -5.4568 -5.9245
P 4.7397 -2.6140 -6.4137
N 3.7818 -6.6100 -4.6360
N 2.9849 -6.5123 -7.1908
N 5.9776 -2.3444 -5.2104
N 5.1452 -1.3633 -7.5532
C 5.3321 -5.3309 -6.4632
C 5.5241 -4.0455 -7.2871
C 3.5142 -6.2309 -3.2982
C 4.0396 -7.1775 -2.4553
C 4.6642 -8.1770 -3.2635
C 4.5073 -7.8060 -4.5812
C 1.6279 -6.4879 -7.5811
C 1.4270 -7.4420 -8.5504
C 2.6754 -8.0808 -8.7920
C 3.6080 -7.4998 -7.9576
C 5.6576 -1.7627 -3.9645
C 6.8122 -1.6156 -3.2287
C 7.8856 -2.1236 -4.0109
C 7.3566 -2.5649 -5.2084
C 6.3818 -0.8972 -8.0246
C 6.1780 -0.1471 -9.1597
C 4.7741 -0.1519 -9.4374
C 4.1624 -0.8958 -8.4626
H 5.6044 -6.2200 -7.0425
H 5.9809 -5.2911 -5.5722
H 6.5859 -3.8266 -7.4665
H 5.0311 -4.1603 -8.2728
H 2.9606 -5.3094 -3.1170
H 3.9775 -7.1628 -1.3659
H 5.1669 -9.0824 -2.9074
H 4.8269 -8.2927 -5.5054
H 0.9528 -5.7723 -7.1055
H 0.4751 -7.6580 -9.0410
H 2.8758 -8.8874 -9.5064
H 4.6778 -7.6984 -7.8505
H 4.6172 -1.5121 -3.7486
H 6.8758 -1.1887 -2.2257
H 8.9429 -2.1650 -3.7291
H 7.8490 -3.0297 -6.0659
H 7.2951 -1.1362 -7.4758
H 6.9545 0.3681 -9.7350
H 4.2719 0.3501 -10.2665
H 3.1196 -1.1583 -8.2848
F -2.4908 4.2813 3.2316
C -1.4693 3.4211 3.3759
F -0.3438 4.1522 3.6260
F -1.7133 2.6731 4.4923
C -1.2394 2.4718 2.1223
O -2.0781 2.6715 1.1352
O -0.3115 1.6536 2.2052
```

Löwdin atomic charge list, values in e, 8 entries: Ba 2.03; C -0.31; C -0.31; C -0.20; C -0.16; C -0.25; C -0.23; C -0.16

=====

A molecular structure, C25H31F8INbO6S in a non-equilibrium geometry. Source: the OMol25 dataset; level of theory: wB97M-V/def2-TZVPD.

Computed properties:
net charge = -1
2S+1 = 1
orbital gap = 6.028 eV
HOMO energy = -5.5 eV
LUMO energy = 0.559 eV

XYZ file:
```
73
C25H31F8INbO6S | the OMol25 dataset | wB97M-V/def2-TZVPD
C -1.1846 -5.2769 -3.5232
C -1.8375 -4.3035 -3.2159
C -2.7595 -3.1718 -2.8934
Nb -1.5700 -1.2203 -2.5934
C -0.0548 -2.4172 -1.4738
C 0.8115 -3.1679 -1.0640
C -0.3207 0.6521 -2.6081
C 1.0003 0.5612 -1.7702
C 2.1547 -0.1074 -2.5850
I 1.6623 2.6531 -1.5045
C -2.6556 -0.7542 -0.6002
F -3.9102 -0.1476 -0.7408
F -2.8874 -1.9801 0.0653
C -1.8425 0.0862 0.3909
C -1.0741 -0.5824 1.3696
C -0.3047 0.1644 2.2703
C -0.2474 1.5725 2.2441
C -1.0300 2.2198 1.2725
C -1.0232 3.7509 1.2432
F -0.9819 4.2767 0.0180
F -0.0537 4.2497 2.0339
F -2.2155 4.1749 1.7878
C -1.7983 1.4822 0.3710
S -3.3484 0.1344 -3.8498
O -2.8010 0.3263 -5.1984
O -3.5232 1.4697 -3.2779
C -5.0006 -0.7183 -4.0861
F -5.9227 0.2563 -4.3205
F -5.4332 -1.3947 -3.0150
F -5.0409 -1.5216 -5.1608
H -0.8704 -6.1960 -3.9915
H -3.4252 -3.3901 -2.0410
H -3.3855 -3.0545 -3.8049
H -0.7504 -1.6636 -4.1688
H 1.4979 -3.9941 -0.9347
H -0.9166 1.5599 -2.3747
H 0.0129 0.7995 -3.6622
H 0.8603 0.0940 -0.7834
H 2.1540 -1.2042 -2.4988
H 3.0912 0.2422 -2.1025
H 2.1946 0.2713 -3.6186
H -1.0480 -1.6724 1.4703
H 0.2915 -0.3315 3.0450
H 0.3688 2.1145 2.9689
H -2.3791 2.0313 -0.3876
O 5.2542 -0.3902 -4.0061
C 6.0869 -0.0049 -3.2361
O 5.9991 -0.3432 -1.9336
C 7.0431 -0.1310 -0.9828
C 6.9517 1.2479 -0.3617
C 7.1834 0.9383 -3.6695
H 8.0231 -0.3244 -1.4240
H 6.8997 -0.8852 -0.2087
H 7.0861 2.0328 -1.1070
H 7.7127 1.3719 0.4108
H 5.9685 1.3976 0.0861
H 6.8431 1.9661 -3.5459
H 7.3909 0.7583 -4.7226
H 8.1222 0.7895 -3.1390
O -0.4133 -0.7306 7.0513
C -1.5578 -0.3967 6.9018
O -1.9957 -0.0345 5.6854
C -3.3742 0.1568 5.3506
C -3.8225 1.5732 5.6442
C -2.4993 -0.2785 8.0764
H -4.0046 -0.5891 5.8385
H -3.4491 -0.0290 4.2791
H -3.7583 1.8019 6.7095
H -4.8535 1.7233 5.3209
H -3.1838 2.2881 5.1239
H -2.4409 0.7301 8.4844
H -2.1837 -0.9879 8.8392
H -3.5313 -0.5235 7.8337
```

Löwdin atomic charge list, values in e, 8 entries: C 0.04; C -0.29; C -0.36; Nb 1.65; C -0.27; C -0.01; C -0.45; C -0.77